The following is a quantum chemistry calculation of C45H43F9N2O4PdS2Sb as an isolated structure in a non-equilibrium geometry, from the OMol25 dataset.

## Properties
- Spin multiplicity: 3
- Relative energy (zero: lowest compared OMol25 entry of this formula, charge and spin): 1.318 eV
- Total charge: -1
- Total energy: -4214.36429 Ha
- Kohn-Sham gap (alpha / beta): 0.2498 / 0.2152 hartree
- Expectation value of S²: 2.037

Element x y z (Å)
Pd: 1.00855 -0.34290 1.98762
C: 0.20535 0.70134 3.78082
C: 0.12650 -0.68046 4.14085
C: 1.16160 -1.31190 4.88750
C: 1.10625 -2.64951 5.19647
C: 0.01972 -3.42245 4.79524
C: -1.02851 -2.82745 4.10216
C: -0.99882 -1.48616 3.79376
H: 0.97956 1.29758 4.25950
H: -0.72144 1.22802 3.56245
H: 2.00130 -0.71649 5.22238
H: 1.91968 -3.08809 5.75333
H: -0.00556 -4.47667 5.02284
H: -1.88532 -3.41613 3.80022
H: -1.84543 -1.02185 3.30327
F: 1.96253 6.53270 -5.35217
C: 1.45559 5.64129 -4.46450
C: 2.22116 5.26098 -3.38019
C: 1.68835 4.35148 -2.48006
C: 0.41714 3.82907 -2.65641
C: -0.32525 4.23589 -3.75933
C: 0.18185 5.14388 -4.66926
Sb: -0.40976 2.40806 -1.18931
C: -2.22184 3.66257 -1.12116
C: -2.16736 5.02437 -1.38894
C: -3.30643 5.80939 -1.35558
C: -4.50810 5.21782 -1.01717
F: -5.63108 5.97926 -0.97956
C: -4.59230 3.87516 -0.70641
C: -3.44110 3.10921 -0.75970
C: -1.15068 1.23742 -2.87440
C: -2.36717 0.57455 -2.84168
C: -2.79694 -0.17347 -3.92576
C: -1.97196 -0.27070 -5.03106
F: -2.36936 -1.03075 -6.08242
C: -0.74803 0.36885 -5.09267
C: -0.34453 1.11198 -3.99825
H: 3.20857 5.67604 -3.24868
H: 2.27522 4.04596 -1.62401
H: -1.32243 3.84230 -3.90401
H: -0.39248 5.47372 -5.52243
H: -1.22439 5.48550 -1.64238
H: -3.27188 6.86488 -1.58266
H: -5.54184 3.44709 -0.42236
H: -3.49745 2.06388 -0.49766
H: -2.98240 0.60673 -1.95701
H: -3.74684 -0.68889 -3.91756
H: -0.13221 0.27825 -5.97507
H: 0.62003 1.59723 -4.01657
C: -4.66431 -2.79316 0.30424
C: -3.78528 -1.62394 0.64309
C: -4.29852 -0.52820 1.32045
C: -3.47232 0.55719 1.61505
C: -4.00383 1.71393 2.41118
C: -2.16164 0.54424 1.19619
C: -1.59073 -0.56061 0.50921
C: -2.45633 -1.65096 0.26920
N: -0.30370 -0.40458 0.13540
C: 0.45432 -1.43635 -0.55381
C: 1.84095 -0.80064 -0.79178
C: 2.78274 -1.78158 -1.47376
C: 2.19304 -2.19764 -2.82074
C: 0.84054 -2.86380 -2.58260
C: 1.00345 -4.09142 -1.68755
C: 1.59165 -3.66480 -0.34378
C: 2.94537 -2.99711 -0.56532
C: 0.63328 -2.69084 0.32913
C: -0.09714 -1.85037 -1.92951
H: -5.67740 -2.63451 0.66463
H: -4.27141 -3.70651 0.74716
H: -4.69882 -2.93773 -0.77521
H: -5.33493 -0.52190 1.62389
H: -5.05752 1.88489 2.19632
H: -3.44179 2.62208 2.20014
H: -3.90997 1.49318 3.47594
H: -1.50714 1.38337 1.40672
H: -2.10602 -2.54521 -0.21504
H: 2.25750 -0.49480 0.18709
H: 1.70428 0.10164 -1.39999
H: 3.75890 -1.30530 -1.62414
H: 2.87193 -2.88373 -3.33194
H: 2.05948 -1.31532 -3.45399
H: 0.40608 -3.16494 -3.54293
H: 1.66040 -4.81869 -2.16965
H: 0.02982 -4.56411 -1.53341
H: 1.72315 -4.54016 0.30228
H: 3.64820 -3.70867 -1.00461
H: 3.33670 -2.66146 0.39466
H: 1.03276 -2.38828 1.31720
H: -0.32489 -3.18556 0.49822
H: -1.09964 -2.26689 -1.85497
H: -0.16231 -0.96508 -2.55892
F: 4.05768 2.30876 4.40651
C: 4.75447 1.17015 4.30892
F: 4.28163 0.35141 5.25118
F: 6.02286 1.45265 4.61674
S: 4.62100 0.41087 2.57842
O: 3.23600 0.56812 2.23517
O: 5.55813 1.15706 1.80240
N: 5.11917 -1.04970 2.82972
S: 4.12382 -2.18327 3.27561
O: 2.86224 -2.17205 2.59279
O: 4.13053 -2.47735 4.67080
C: 5.11684 -3.63201 2.56059
F: 4.50638 -4.80820 2.76311
F: 5.34057 -3.53170 1.24881
F: 6.30971 -3.69901 3.15350

Atom charges from the Mulliken analysis, given in e for atoms 1 to 4: Pd 0.61; C -1.16; C 0.54; C -0.77